{
  "formula": "C45H105N15O15",
  "method": "wB97M-V/def2-TZVPD",
  "gap_ev": 8.1,
  "lumo_ev": -0.32,
  "total_energy_ev": -101437.8714,
  "relative_energy_kcal_mol": 86.6,
  "symbols": ["C", "C", "O", "N", "C", "H", "H", "H", "H", "H", "H", "H", "C", "C", "O", "N", "C", "H", "H", "H", "H", "H", "H", "H", "C", "C", "O", "N", "C", "H", "H", "H", "H", "H", "H", "H", "C", "C", "O", "N", "C", "H", "H", "H", "H", "H", "H", "H", "C", "C", "O", "N", "C", "H", "H", "H", "H", "H", "H", "H", "C", "C", "O", "N", "C", "H", "H", "H", "H", "H", "H", "H", "C", "C", "O", "N", "C", "H", "H", "H", "H", "H", "H", "H", "C", "C", "O", "N", "C", "H", "H", "H", "H", "H", "H", "H", "C", "C", "O", "N", "C", "H", "H", "H", "H", "H", "H", "H", "C", "C", "O", "N", "C", "H", "H", "H", "H", "H", "H", "H", "C", "C", "O", "N", "C", "H", "H", "H", "H", "H", "H", "H", "C", "C", "O", "N", "C", "H", "H", "H", "H", "H", "H", "H", "C", "C", "O", "N", "C", "H", "H", "H", "H", "H", "H", "H", "C", "C", "O", "N", "C", "H", "H", "H", "H", "H", "H", "H", "C", "C", "O", "N", "C", "H", "H", "H", "H", "H", "H", "H"],
  "positions_angstrom": [[5.239082, -2.012036, -2.082681], [4.207072, -2.299976, -3.129261], [4.508002, -2.315786, -4.309051], [2.943902, -2.513176, -2.653541], [1.770302, -2.708406, -3.493541], [5.537212, -0.967346, -2.171271], [6.215372, -2.448346, -2.293851], [4.864102, -2.211576, -1.078851], [2.895122, -2.737756, -1.670031], [1.976012, -2.414456, -4.522801], [0.995632, -2.124686, -2.996301], [1.463403, -3.754026, -3.469271], [-2.608208, -0.034096, -5.609491], [-1.145568, 0.325664, -5.208371], [-0.296067, -0.483266, -5.385941], [-0.859198, 1.432584, -4.632061], [-1.707138, 2.596254, -4.404101], [-3.299858, 0.801434, -5.501791], [-2.978968, -0.885716, -5.039071], [-2.707868, -0.218036, -6.679231], [0.144433, 1.487264, -4.532861], [-2.296178, 2.878784, -5.276631], [-1.077848, 3.479084, -4.291341], [-2.285218, 2.547684, -3.481291], [-6.974228, -1.565176, -0.701181], [-5.934868, -2.039616, 0.248519], [-5.440348, -3.163476, 0.152989], [-5.346218, -1.142876, 1.086449], [-4.223398, -1.390306, 1.966459], [-7.416838, -2.443316, -1.171361], [-6.558598, -0.995926, -1.532631], [-7.787568, -0.978986, -0.273461], [-5.719038, -0.204586, 1.113269], [-3.478678, -0.613906, 1.791269], [-3.739368, -2.317526, 1.659739], [-4.514738, -1.356476, 3.016259], [-9.082688, 1.736494, 3.170759], [-7.720688, 1.792914, 2.539269], [-7.504968, 1.143364, 1.503749], [-6.802188, 2.524724, 3.225769], [-5.454518, 2.768104, 2.687739], [-9.205548, 0.653894, 3.202279], [-9.772548, 2.312484, 2.553979], [-9.154768, 2.106464, 4.193519], [-6.997058, 3.149104, 3.995369], [-4.836268, 3.319114, 3.396439], [-5.612988, 3.456024, 1.857209], [-4.935258, 1.881464, 2.323979], [3.008102, -0.006276, 4.295889], [3.975862, -1.084866, 4.719959], [5.056762, -0.818106, 5.243209], [3.539202, -2.319166, 4.439279], [4.313163, -3.515066, 4.638939], [2.196092, -0.391596, 3.679219], [3.557572, 0.733174, 3.713309], [2.675783, 0.526944, 5.186579], [2.596052, -2.491736, 4.121799], [3.694692, -4.384446, 4.415809], [4.804132, -3.514296, 5.612099], [5.179092, -3.407616, 3.985709], [-0.376487, -5.212216, 4.262569], [0.207292, -3.777836, 4.406949], [0.944522, -3.282076, 3.586649], [-0.019977, -3.156496, 5.548599], [0.607382, -1.874096, 5.982499], [0.029962, -5.886756, 5.016159], [-0.367968, -5.633586, 3.257349], [-1.452428, -5.143546, 4.423049], [-0.604627, -3.633916, 6.219699], [0.614612, -1.184636, 5.138289], [1.646552, -2.103176, 6.218579], [0.110262, -1.417596, 6.838409], [1.457752, 3.103764, 1.799489], [2.630382, 3.507124, 2.637149], [3.641063, 4.056914, 2.165659], [2.510602, 3.224514, 3.930529], [3.502082, 3.560764, 4.970269], [1.142452, 3.993744, 1.254859], [0.601453, 2.645864, 2.294649], [1.733842, 2.336874, 1.075779], [1.602702, 2.891244, 4.221639], [4.498742, 3.757034, 4.574979], [3.431772, 2.814254, 5.761389], [3.233232, 4.510074, 5.433549], [-1.377437, -3.876316, -4.122931], [-2.767138, -4.253886, -4.700471], [-3.722628, -3.657456, -4.402751], [-2.790738, -5.339256, -5.468381], [-3.969808, -5.765026, -6.227581], [-1.444057, -3.594166, -3.072191], [-0.969078, -3.105366, -4.776361], [-0.761868, -4.775666, -4.141421], [-1.876117, -5.712816, -5.678191], [-4.312418, -6.764896, -5.961171], [-3.762298, -5.777646, -7.297581], [-4.890748, -5.190966, -6.125511], [3.764862, -4.049936, 1.011569], [2.556552, -4.433316, 0.156469], [2.716012, -5.073696, -0.903821], [1.351132, -4.151216, 0.722149], [0.104252, -4.533236, 0.026839], [3.739252, -4.776966, 1.823289], [3.567452, -3.064936, 1.434539], [4.731112, -4.065756, 0.507379], [1.284672, -3.816996, 1.672929], [0.285362, -5.370056, -0.647721], [-0.326557, -3.671776, -0.483451], [-0.553348, -4.711286, 0.877699], [5.791953, -0.424666, 1.396239], [5.927592, 0.720194, 0.498519], [7.074622, 1.031634, 0.140779], [4.813672, 1.332194, 0.088719], [4.815772, 2.423644, -0.859721], [5.627482, 0.007184, 2.383429], [6.661043, -1.080896, 1.349869], [4.873422, -0.952226, 1.139159], [3.934082, 0.942834, 0.396649], [4.801962, 3.364174, -0.308991], [3.850372, 2.347824, -1.360081], [5.688342, 2.347084, -1.508451], [3.525492, 1.027034, -4.663241], [2.764472, 2.300034, -4.917961], [2.224822, 2.882414, -3.949631], [2.514743, 2.776134, -6.147881], [1.610972, 3.854034, -6.540801], [4.259022, 1.128944, -3.863461], [4.090272, 0.584514, -5.483781], [2.823882, 0.235394, -4.400271], [2.977542, 2.372844, -6.949931], [0.985183, 3.420144, -7.320691], [2.163162, 4.737144, -6.862201], [0.982923, 4.263524, -5.749621], [3.059902, 6.630984, -4.181481], [2.036572, 6.467844, -3.039261], [1.713382, 7.426494, -2.341151], [1.657132, 5.232164, -2.713981], [0.599692, 5.001294, -1.691521], [2.583832, 7.209124, -4.973451], [3.227172, 5.643794, -4.612261], [3.967482, 7.062224, -3.759091], [1.983612, 4.433994, -3.239751], [0.505083, 5.698144, -0.858731], [0.841562, 3.992284, -1.357601], [-0.364957, 5.037724, -2.197711], [0.223733, -0.617696, 1.611179], [1.045602, -0.381056, 0.355409], [2.108332, -0.959556, 0.217969], [0.469832, 0.363314, -0.568151], [1.104692, 0.712434, -1.862011], [-0.846128, -0.628456, 1.402909], [0.424672, 0.104324, 2.402649], [0.554022, -1.621896, 1.876839], [-0.482988, 0.653214, -0.400231], [0.757492, -0.002916, -2.607551], [2.194152, 0.697194, -1.892831], [0.861822, 1.751454, -2.084601], [-1.911518, 1.687534, 4.046849], [-0.940138, 1.429364, 5.175839], [0.179782, 1.836944, 5.174839], [-1.346878, 0.734014, 6.238819], [-2.670718, 0.273234, 6.520329], [-2.742258, 2.161974, 4.569219], [-2.233558, 0.749384, 3.594879], [-1.540578, 2.348654, 3.263639], [-0.640248, 0.457704, 6.905469], [-2.666868, -0.421046, 7.360599], [-3.170748, -0.208256, 5.679939], [-3.205698, 1.190014, 6.768149], [-3.337618, 2.960344, -0.501601], [-2.804418, 1.584584, -0.509811], [-1.969158, 1.269114, 0.305509], [-3.179038, 0.776484, -1.491321], [-2.698468, -0.583706, -1.630531], [-2.914208, 3.554594, -1.311351], [-2.952778, 3.478264, 0.376889], [-4.412318, 2.878824, -0.664331], [-3.842208, 1.064634, -2.196501], [-2.520008, -1.020486, -0.647941], [-1.784337, -0.597916, -2.224041], [-3.486848, -1.094486, -2.183391]],
  "forces_ev_per_angstrom": [[0.434, 0.494, 0.224], [-0.269, -0.526, 0.125], [-0.281, 0.287, -0.620], [0.988, 0.229, -0.393], [0.454, -0.253, 0.970], [-0.524, 0.403, 0.232], [-0.355, -0.777, 0.038], [0.329, 0.048, 0.037], [-0.340, 0.199, -0.230], [-0.079, 0.204, 0.237], [-0.364, 0.080, -0.593], [0.013, -0.108, -0.121], [0.078, 1.230, 0.003], [-4.226, -2.355, -1.487], [2.635, -2.716, -0.788], [0.311, 4.007, 1.498], [0.782, 0.623, -0.193], [-0.065, 0.088, 0.531], [0.197, -0.067, -0.077], [0.564, -0.497, 0.037], [0.089, 0.633, 0.478], [-0.380, -0.489, 0.108], [0.368, -0.152, 0.204], [-0.248, -0.280, -0.191], [-1.184, -0.104, -0.521], [2.429, -0.907, -0.012], [-0.783, 0.190, 0.109], [-0.726, 1.036, 0.120], [0.174, 0.038, -0.809], [0.054, -0.059, 0.158], [0.330, 0.159, 0.199], [0.220, 0.135, 0.247], [-0.338, -0.084, -0.016], [0.088, 0.228, 0.099], [-0.278, -0.181, 0.377], [0.028, -0.350, 0.060], [0.381, -0.199, 0.217], [-0.013, -0.037, -0.114], [0.503, 1.125, 1.253], [1.605, -0.226, -0.364], [-0.675, 0.654, -0.625], [-1.014, 0.126, -0.172], [-0.231, -0.577, -0.091], [0.276, 0.130, -0.050], [-0.805, -0.519, -0.177], [-0.130, -0.337, 0.235], [0.464, -0.100, -0.371], [-0.207, -0.066, 0.212], [0.443, 0.296, 0.022], [0.323, 0.775, -0.027], [-0.554, -0.525, -0.285], [-0.555, -0.884, 0.218], [1.170, 0.828, -0.072], [-0.091, 0.097, 0.223], [0.040, -0.043, -0.054], [-0.335, -0.063, -0.069], [0.049, 0.501, -0.232], [0.311, 0.022, 0.145], [-0.521, -0.324, 0.378], [0.018, -0.681, -0.432], [-0.971, 1.049, 0.065], [0.158, -1.905, -0.042], [0.837, 0.504, -1.662], [-1.192, 0.857, 2.272], [0.348, -1.026, -0.967], [0.149, 0.040, -0.196], [0.876, 0.238, 0.040], [-0.170, 0.014, 0.479], [0.105, 0.107, -0.071], [-0.121, 0.035, 0.135], [-0.004, 0.293, 0.223], [-0.117, -0.516, -0.170], [-0.420, -0.168, -0.831], [1.845, 0.770, -0.455], [-1.272, -0.682, 0.157], [0.206, -0.015, 1.152], [-0.944, 0.589, -0.246], [-0.112, -0.116, -0.131], [0.063, 0.323, 0.509], [0.386, 0.189, -0.225], [0.160, -0.189, 0.337], [-0.143, -0.721, -0.214], [0.459, -0.137, -0.225], [-0.210, 0.156, 0.080], [-0.611, -1.056, -0.672], [3.922, -0.958, 0.983], [-4.283, 2.982, 1.049], [-0.161, -1.053, -1.221], [-0.102, -0.619, -0.455], [-0.239, 0.368, -0.254], [0.259, 0.147, 0.330], [0.391, 0.160, -0.142], [-0.448, -0.291, -0.305], [0.431, -0.218, 0.170], [0.203, -0.003, -0.023], [0.647, 0.720, 0.548], [-0.997, 0.204, 0.168], [1.092, -1.218, -0.676], [-0.846, 1.279, 1.297], [0.169, -0.559, -1.589], [0.680, 0.827, 1.462], [0.368, 0.016, 0.167], [0.214, 0.099, 0.134], [-0.354, -0.175, -0.170], [0.178, 0.152, -0.037], [-0.193, 0.054, 0.244], [0.120, -0.023, -0.397], [-0.526, -0.671, -0.455], [-1.200, -0.625, 0.766], [2.552, 0.241, -1.092], [-1.056, 0.482, -0.171], [-0.253, -0.245, 0.083], [-0.621, 0.039, 0.734], [0.278, -0.366, 0.376], [-0.141, 0.265, 0.123], [-0.053, -0.373, 0.133], [0.077, 0.040, -0.141], [0.254, 0.204, -0.173], [0.225, 0.199, -0.596], [-0.220, 0.028, -0.054], [0.610, -0.448, -0.620], [-1.210, 0.837, 1.281], [0.513, -0.915, -0.635], [0.587, -0.277, -0.735], [0.026, 0.084, 0.381], [-0.337, 0.294, 0.205], [-0.131, 0.382, -0.396], [-0.216, 0.143, 0.240], [0.077, -0.311, 0.355], [-0.077, 0.511, -0.136], [0.128, -0.191, -0.474], [0.065, -0.685, 0.330], [-1.243, -0.972, 0.388], [1.079, 1.238, 0.937], [-0.273, 0.164, -0.692], [-1.024, 0.249, 0.749], [0.740, -0.564, -1.191], [0.321, 0.444, 0.178], [0.480, -0.043, -0.001], [-0.148, 0.100, -0.342], [-0.125, -0.128, -0.007], [0.835, 0.111, -0.248], [-0.552, 0.000, 0.400], [-0.240, -0.268, 0.023], [0.076, -0.605, -0.357], [-0.656, -0.672, 0.755], [1.277, 0.032, -0.069], [0.777, 0.931, -1.547], [-0.452, -0.083, 0.640], [0.003, 0.125, 0.007], [0.139, -0.012, -0.031], [-0.222, 0.177, 0.602], [0.076, 0.244, 0.114], [-0.039, 0.327, -0.368], [-0.043, -0.391, 0.669], [-0.345, -0.193, -0.307], [-0.330, -0.088, 0.698], [-0.934, -0.204, -0.787], [2.921, 1.142, -0.517], [-0.166, -1.520, 0.751], [-0.663, 0.629, -0.035], [-0.507, 0.028, -0.460], [-0.165, 0.012, 0.030], [0.270, -0.117, 0.326], [0.105, 0.546, -0.308], [0.003, 0.186, -0.031], [0.136, -0.061, -0.090], [-0.826, -0.397, 0.336], [-0.256, 0.645, -0.442], [0.174, 0.914, -0.838], [0.935, -0.850, 1.603], [-0.619, -0.473, -0.733], [-0.224, 0.099, -0.342], [-0.037, -0.221, -0.397], [-0.747, -0.198, 0.269], [-0.139, 0.682, 0.454], [0.068, 0.265, 0.353], [-0.111, -0.089, -0.150], [0.133, -0.174, 0.044], [0.255, -0.507, 0.206]],
  "mulliken_charge": [-0.557, 0.847, -0.721, 0.759, -0.919, 0.052, 0.483, -0.169, -0.767, 0.334, 0.078, 0.487, -1.161, 0.713, -0.594, 0.488, -0.953, 0.398, 0.056, 0.414, -0.216, 0.510, 0.110, 0.119, -1.045, 0.826, -0.695, 0.285, -0.813, 0.375, 0.209, 0.278, -0.075, -0.101, 0.401, 0.381, -1.051, 0.583, -0.620, -0.143, -0.627, 0.272, 0.283, 0.338, 0.266, 0.364, 0.341, -0.029, 1.139, 0.092, -0.753, 0.714, -1.108, -0.973, 0.254, 0.148, -0.404, 0.280, 0.373, 0.279, -1.652, 0.397, -0.432, -0.133, -0.598, 0.370, 0.295, 0.484, 0.261, -0.142, 0.430, 0.414, 1.104, 0.567, -0.738, 0.129, -1.052, 0.217, -0.776, -0.523, 0.173, 0.344, 0.314, 0.381, -0.479, 0.533, -0.609, -0.193, -0.954, -0.083, 0.219, 0.407, 0.202, 0.307, 0.333, 0.326, -0.739, 0.809, -0.701, 0.567, -1.134, 0.442, -0.170, 0.358, -0.162, 0.404, 0.261, 0.308, -0.349, 0.627, -0.773, 0.587, -0.985, 0.315, 0.358, -0.417, -0.302, 0.291, 0.139, 0.371, -0.494, 0.307, -0.566, -0.195, -0.814, 0.088, 0.533, -0.150, 0.246, 0.346, 0.365, 0.191, -0.762, 0.818, -0.724, 0.217, -0.654, 0.288, 0.036, 0.282, 0.252, 0.445, -0.165, 0.314, 1.392, 0.252, -0.036, 2.125, 0.493, -0.524, -0.476, -0.651, -1.093, -0.607, -0.296, 0.021, -0.880, 0.543, -0.696, -0.150, -1.019, 0.470, -0.007, 0.283, 0.430, 0.319, 0.218, 0.389, -1.780, 0.400, -0.689, 0.338, -0.465, 0.331, 0.235, 0.510, 0.392, -0.083, -0.268, 0.595]
}